Run P
Computed, not measured: a cluster of 2 separate species, C2H7N3O in total, with ωB97M-V with the def2-TZVPD basis set.

Each atom is followed by the atoms it is bonded to, with distances in Å.
CARTESIAN COORDINATES (ANGSTROEM)
1 C 1.29 0.07 1.29  N2 1.260, H4 1.052, H5 1.054
2 N 0.41 0.60 2.03  C1 1.260, O3 1.188, H6 1.070
3 O -0.41 1.44 1.87  N2 1.188
4 H 1.34 0.47 0.32  C1 1.052
5 H 1.99 -0.57 1.73  C1 1.054
6 H 0.60 0.23 3.02  N2 1.070
7 H 1.08 -0.73 -1.72  N8 1.103
8 N 0.40 -1.37 -1.14  H7 1.103, C9 1.312
9 C -0.77 -0.78 -1.16  N8 1.312, N10 1.306, H11 1.073
10 N -1.23 0.31 -1.71  C9 1.306, H12 1.047, H13 1.039
11 H -1.64 -1.29 -0.80  C9 1.073
12 H -2.26 0.45 -1.58  N10 1.047
13 H -0.81 1.16 -2.15  N10 1.039

## Properties
Charge: 0
Lowest unoccupied orbital energy, eV: 0.94
Structure (SMILES): C=[NH+][O-].[H]/N=C\N
E_HOMO, Eh: -0.317



Run Q
Computed, not measured: a cluster of 2 separate species, C2H7N3O in total, with ωB97M-V with the def2-TZVPD basis set.

Each atom is followed by the atoms it is bonded to, with distances in Å.
CARTESIAN COORDINATES (ANGSTROEM)
1 N 1.81 0.33 -0.55  C2 1.352, H5 1.011, H6 1.016
2 C 0.64 0.78 -0.04  N1 1.352, N3 1.338, H7 1.098
3 N -0.52 0.28 -0.49  C2 1.338, N4 1.384
4 N -1.57 1.14 -0.23  N3 1.384, H8 1.023, H9 1.018
5 H 2.64 0.91 -0.47  N1 1.011
6 H 1.75 -0.55 -1.05  N1 1.016
7 H 0.69 1.77 0.43  C2 1.098
8 H -1.89 1.06 0.74  N4 1.023
9 H -2.36 0.86 -0.81  N4 1.018
10 C -0.34 -1.57 0.51  O11 1.230, H12 1.104, H13 1.207
11 O 0.28 -2.49 -0.02  C10 1.230
12 H -1.43 -1.62 0.68  C10 1.104
13 H 0.28 -0.89 1.30  C10 1.207

## Properties
Charge: 0
Lowest unoccupied orbital energy, eV: 0.60
Structure (SMILES): N/C=N/N.C=O
E_HOMO, Eh: -0.300



Run R
Computed, not measured: a cluster of 2 separate species, C2H7N3O in total, with ωB97M-V with the def2-TZVPD basis set.

Each atom is followed by the atoms it is bonded to, with distances in Å.
CARTESIAN COORDINATES (ANGSTROEM)
1 C 0.00 -0.68 -1.03  N2 1.363, N6 1.363, H8 1.092
2 N -0.03 0.22 -2.04  C1 1.363, H9 1.023, H10 1.012
3 N 1.30 0.55 2.05  C4 1.342, H11 1.005, H12 1.008
4 C 0.46 0.22 1.06  N3 1.342, N6 1.281, H13 1.109
5 O -1.77 -0.12 -0.39  H7 0.963
6 N 0.84 -0.44 0.02  C1 1.363, C4 1.281
7 H -2.37 -0.65 0.14  O5 0.963
8 H -0.01 -1.73 -1.35  C1 1.092
9 H -0.42 1.10 -1.70  N2 1.023
10 H -0.61 -0.09 -2.81  N2 1.012
11 H 0.94 0.85 2.94  N3 1.005
12 H 2.29 0.35 1.96  N3 1.008
13 H -0.63 0.42 1.15  C4 1.109

## Properties
Charge: 0
Lowest unoccupied orbital energy, eV: 0.91
E_HOMO, Eh: -0.330



Preferred: run R; penalty for the next structure: 36.1 kcal/mol.